The following is a DFT calculation (ωB97M-V/def2-TZVPD) of a cluster of 8 separate species, C32H38N6O2 in total in a non-equilibrium geometry.

Each line ends with the Mulliken charge.
Cartesian coordinates (Å):
O (-0.16159, 4.68033, -1.63523)  -0.5549
O (0.59946, -2.08235, 2.74702)  -0.2853
N (-2.06964, 2.89293, 3.62417)  -0.5630
N (-0.58706, 2.00260, -0.79629)  -0.2912
N (1.23133, 2.58558, -6.67197)  -0.5395
N (-5.51861, -3.71649, -2.00903)  -0.5602
N (2.17807, -3.61895, 0.95958)  -0.2063
N (3.67730, 3.57375, 1.05327)  -0.5587
C (3.40397, -5.61613, 0.42726)  -0.6765
C (0.34286, 0.00216, 0.32031)  1.0128
C (3.15658, 3.49416, 2.32851)  -0.3851
C (-1.21805, 1.94333, 3.14202)  -0.3797
C (-0.92279, 0.75588, 3.81751)  -0.1317
C (-0.55244, 3.42265, -4.64732)  -0.0513
C (-0.50801, -0.85332, -0.39589)  0.0719
C (-2.53866, 1.42510, 5.44749)  -0.3016
C (3.68698, 1.13775, 1.06486)  -0.4275
C (-0.47285, -2.97766, 2.90707)  -0.5962
C (-1.57109, 0.51087, 5.04215)  -0.6093
C (1.18841, 5.04872, -1.37345)  -0.4921
C (-5.09446, -3.67541, 0.39164)  -0.4363
C (2.79852, 2.29771, 2.91849)  -0.4202
C (0.32225, 4.40027, -5.22283)  -0.4370
C (3.03205, -4.00883, -1.27905)  -1.0874
C (-0.58732, 2.10594, -5.14704)  -0.2422
C (-3.28949, -3.56616, -1.12064)  -0.2685
C (-1.40804, 1.14546, -1.48663)  -0.8423
C (2.73359, -4.81168, 1.28176)  -0.2678
C (-4.20969, -3.57715, -2.18580)  -0.3525
C (-1.40552, -0.24587, -1.28020)  -0.5391
C (3.51888, -5.21346, -0.88904)  -0.0749
C (-2.82304, 2.57739, 4.70128)  -0.3240
C (3.97609, 2.36947, 0.45112)  -0.2668
C (-3.74121, -3.62214, 0.18362)  0.1286
C (-5.97558, -3.64771, -0.70528)  -0.2466
C (2.34854, -3.23363, -0.33343)  0.0786
C (1.11212, 3.92436, -6.29237)  -0.2702
C (0.28275, 1.37856, 0.07593)  -1.2779
C (0.29036, 1.75026, -6.17846)  -0.2533
C (3.06720, 1.11417, 2.22809)  0.0525
H (3.72611, -6.57555, 0.80429)  0.3867
H (-7.03279, -3.66157, -0.48504)  0.3354
H (2.25087, 2.27695, 3.84912)  0.4256
H (-2.21750, -3.54651, -1.25043)  0.5044
H (-0.45901, -1.89671, -0.12142)  0.2187
H (-0.66094, 2.07690, 2.22649)  0.5910
H (0.89568, 2.04586, 0.66367)  0.7157
H (-2.07223, 1.55812, -2.23157)  0.5959
H (-0.11069, 0.16497, 3.42039)  0.4566
H (-0.96744, -3.28619, 1.98604)  0.1292
H (-3.16771, 1.15378, 6.28242)  0.3402
H (1.02049, -0.33249, 1.09181)  -0.2359
H (0.29708, 0.72673, -6.52307)  0.3566
H (-0.18357, -3.92347, 3.36517)  0.3664
H (4.10204, -5.85970, -1.52834)  0.3779
H (2.62719, -5.06273, 2.32677)  0.4140
H (-3.58875, 3.29640, 4.95251)  0.4063
H (2.74259, 0.15365, 2.60018)  0.4606
H (-1.17982, -2.57065, 3.63000)  0.2478
H (-1.19669, 3.73341, -3.83814)  0.3562
H (1.23744, -2.41787, 2.11298)  0.4640
H (-0.31423, 3.80691, -1.26724)  0.6181
H (0.36131, 5.43517, -4.91647)  0.4359
H (1.82103, 4.66646, -6.62868)  0.3110
H (-2.99952, -3.50095, 0.95924)  0.1292
H (4.31330, 2.49414, -0.56729)  0.4009
H (-5.57863, -3.72790, 1.35560)  0.3511
H (3.86245, 0.23750, 0.49463)  0.3651
H (-1.35821, -0.37609, 5.62039)  0.4423
H (-3.91051, -3.58009, -3.22354)  0.3889
H (-2.08054, -0.88585, -1.82901)  0.3699
H (1.72554, 4.13873, -1.10601)  0.0183
H (2.93746, 4.48218, 2.70561)  0.3925
H (1.81201, 5.39265, -2.19864)  0.2807
H (1.94403, -2.25347, -0.53855)  0.4286
H (1.29880, 5.79659, -0.58821)  0.2850
H (-1.33815, 1.42865, -4.76769)  0.3421
H (3.14932, -3.68041, -2.30121)  0.3997

Forces on the atoms, in the same order (eV/Å):
0.484 1.450 -0.679
-0.581 0.693 0.527
-0.242 -1.132 -0.775
0.235 -2.628 0.107
-1.550 1.960 0.248
-1.093 1.098 1.975
0.889 -0.387 -1.688
0.327 -2.384 0.637
-0.206 -0.669 -0.198
-0.410 0.745 -0.713
0.280 0.129 -2.250
-0.463 0.142 1.642
-0.257 0.812 0.714
0.683 0.546 -0.720
0.287 1.629 0.806
-0.774 -0.325 -0.164
1.531 0.749 -3.676
0.140 -0.628 0.512
0.163 0.631 -1.144
0.352 -1.073 0.345
-1.813 0.243 -0.509
-0.104 0.119 -0.038
-0.796 -2.829 -0.930
-0.789 1.115 -0.094
0.126 1.599 -0.163
-0.178 0.084 -0.356
1.352 -0.081 1.258
-1.089 1.663 1.270
0.097 -0.855 0.722
0.420 -0.229 -0.019
1.162 -1.241 0.287
2.003 -0.570 -0.773
-1.126 2.120 1.458
0.518 0.412 -0.531
2.120 -0.881 -0.881
0.069 -0.477 1.239
0.248 -1.386 1.725
-1.394 0.409 -0.880
0.805 1.013 0.714
-1.300 -0.149 2.788
0.342 -0.017 -0.238
-0.164 -0.073 -0.508
0.094 0.054 0.129
0.051 0.164 -0.496
-0.359 -0.238 -0.450
-0.305 0.781 -0.083
0.216 0.150 -0.090
-0.068 0.283 0.104
-0.214 -0.520 0.058
-0.158 0.450 -0.272
0.027 0.241 0.280
-0.053 -0.217 -0.119
0.164 -0.086 -0.233
0.478 -0.207 0.097
-0.173 0.096 -0.466
-0.055 -0.221 0.123
-0.021 -0.024 0.271
-0.060 -0.029 0.440
-0.131 0.381 -0.366
-0.032 -0.105 0.124
0.281 -0.813 -0.328
-0.064 -0.519 0.219
-0.077 -0.080 0.109
0.321 -0.421 -0.837
-0.199 -0.366 0.357
0.283 -0.374 -0.043
0.336 0.147 0.287
0.127 -0.164 0.035
0.003 -0.017 0.092
0.341 0.045 -0.066
-0.201 0.161 -0.150
0.194 0.005 0.588
-0.076 -0.134 0.573
-0.781 0.306 -0.736
-0.025 0.045 -0.408
-0.253 -0.077 0.196
0.131 -0.235 0.005
-0.045 0.192 0.014

Properties
E_LUMO (Ha): 0.0043
Calculated total energy (eV): -46832.586
2S+1: 1
Total charge: 0

The following is a DFT calculation (ωB97M-V/def2-TZVPD) of a cluster of 2 separate species, C33H24F4O3P in total in a non-equilibrium geometry.

Each line ends with the Mulliken charge.
Cartesian coordinates (Å):
P (-1.06076, -5.06022, 4.25985)  0.0020
F (0.05063, -4.03057, -3.43604)  -0.2945
F (-4.53527, 1.64485, 4.43519)  -0.2898
F (3.51911, -5.84546, -0.75282)  -0.2847
F (-5.07040, 0.56955, -0.16563)  -0.2929
O (0.45307, -4.36471, 4.56173)  -0.3134
O (-1.88336, -4.12157, 3.18006)  -0.1210
O (-0.65853, -6.18709, 3.09566)  0.2296
C (-3.34289, -4.55073, 1.31946)  0.0751
C (-2.97843, 0.16789, 3.40008)  -0.7460
C (-3.07481, -4.65260, 2.68200)  0.4352
C (-0.27151, -8.35378, 2.24721)  -0.5753
C (-0.01916, -9.70895, 2.46103)  -0.5690
C (-2.52245, -0.54387, 2.24701)  0.9668
C (2.29040, -5.84270, 7.96511)  -0.6779
C (0.25468, -9.30111, 4.83330)  -0.7358
C (-0.31976, -7.49894, 3.35303)  0.6352
C (0.02213, -3.18509, 1.35578)  -0.2034
C (0.54130, -3.89192, 0.21451)  0.6497
C (-4.40227, -5.30254, 0.79524)  -0.7141
C (1.79496, -4.97839, -2.13285)  -0.5598
C (0.60266, -4.26461, -2.19519)  0.0537
C (-0.06142, -3.77797, -1.07022)  -0.5578
C (-5.21452, -6.05537, 1.64719)  -0.6018
C (2.44156, -4.63494, 5.86476)  -0.6963
C (-3.26997, -0.39859, 1.04245)  -0.7393
C (-4.84326, 1.13104, 2.13751)  -0.6579
C (-0.85193, -2.10193, 1.22821)  -1.0730
C (-4.96905, -6.07602, 3.02392)  -0.6514
C (-1.38380, -1.40407, 2.31005)  -0.0889
C (0.89690, -5.74318, 7.93023)  -0.4459
C (0.28302, -10.17612, 3.74488)  -0.5645
C (-3.89256, -5.36645, 3.55628)  -0.3250
C (3.05575, -5.30270, 6.92848)  -0.3589
C (-4.10758, 0.96253, 3.31525)  0.2903
C (2.32688, -5.16334, -0.85537)  0.1301
C (1.71421, -4.69735, 0.30585)  -0.5651
C (-4.38497, 0.42666, 1.02098)  0.2609
C (0.25874, -5.05945, 6.88459)  -0.4629
C (1.04587, -4.63435, 5.80349)  0.7201
C (-0.06728, -7.95157, 4.65093)  -0.1914
H (0.48175, -9.66230, 5.83749)  0.3889
H (-5.61915, -6.63612, 3.69622)  0.4116
H (-5.73208, 1.75086, 2.09346)  0.4964
H (-0.82300, -4.89834, 6.89683)  0.4104
H (2.77800, -6.34476, 8.80549)  0.3905
H (-2.43486, 0.07377, 4.33782)  0.4808
H (-1.10258, -1.77247, 0.21262)  0.9018
H (2.27956, -5.36587, -3.02437)  0.4926
H (-0.88860, -1.50234, 3.28316)  0.3955
H (-0.05194, -10.39180, 1.61382)  0.3783
H (-1.02695, -3.28080, -1.18052)  0.5477
H (0.29930, -6.18669, 8.73022)  0.4102
H (4.14152, -5.39819, 6.93291)  0.3770
H (-4.57986, -5.28350, -0.28126)  0.4162
H (-0.09277, -7.26946, 5.49964)  0.4229
H (-3.66786, -5.37454, 4.62466)  0.4828
H (-0.43924, -7.93922, 1.25369)  0.4217
H (3.01276, -4.15610, 5.07101)  0.4007
H (0.53287, -11.22958, 3.89665)  0.3805
H (-2.96236, -0.93746, 0.14833)  0.4706
H (2.15070, -4.90383, 1.28228)  0.5586
H (-6.04719, -6.63236, 1.23864)  0.3847
H (-2.72776, -3.90564, 0.69485)  0.3421
H (0.50612, -3.38017, 2.30917)  0.5462

Forces on the atoms, in the same order (eV/Å):
0.141 -1.949 0.509
0.575 -0.376 1.523
0.608 -0.937 -1.398
-1.540 0.782 -0.033
0.804 -0.209 1.482
-1.161 0.948 -1.212
1.091 1.184 0.083
0.117 1.150 0.143
-0.165 -0.331 0.212
0.417 -0.459 -0.327
0.004 -0.613 0.245
-0.063 -0.012 0.487
0.194 0.275 0.125
-1.196 0.963 -0.152
-0.073 -0.290 -0.149
-0.020 0.101 -0.211
0.064 -0.405 0.317
0.571 1.151 -0.342
0.115 -1.052 -1.179
0.032 0.358 0.300
-0.117 0.269 0.601
-0.851 0.263 -0.640
0.303 0.344 -0.046
0.031 -0.113 -0.011
-0.411 -0.447 0.008
0.185 0.010 0.311
0.616 -0.586 0.034
0.258 -0.017 -0.270
-0.014 0.269 -0.095
0.519 -0.268 0.062
0.107 0.592 0.049
-0.150 -0.028 0.035
-0.290 -0.070 -0.365
-0.156 0.475 0.102
-0.498 0.741 0.763
0.746 -0.566 0.215
-0.080 0.448 0.145
-0.373 0.091 -0.952
0.462 -0.301 0.168
-0.283 -0.513 0.406
0.152 -0.367 -0.404
-0.063 0.079 -0.307
0.161 0.104 -0.246
0.147 -0.041 0.028
0.507 -0.301 -0.065
-0.176 0.100 -0.401
-0.200 0.107 -0.120
-0.212 -0.356 0.502
-0.055 0.099 0.180
-0.342 -0.239 -0.235
0.145 0.115 0.210
0.406 -0.147 -0.194
0.187 0.306 -0.197
-0.279 0.143 0.122
-0.073 0.005 0.346
0.014 -0.173 -0.177
-0.168 -0.085 -0.392
-0.101 -0.171 0.241
-0.092 -0.385 0.052
-0.147 0.389 -0.045
-0.320 0.258 0.145
0.059 0.065 -0.273
0.309 0.194 0.122
-0.040 -0.372 0.060
-0.337 -0.200 0.102

Properties
E_LUMO (Ha): -0.2220
Calculated total energy (eV): -60904.146
2S+1: 1
Total charge: +1

The following is a DFT calculation (ωB97M-V/def2-TZVPD) of a structure of composition C34H53BBaGeNO2S2Si3 in a non-equilibrium geometry.

Each line ends with the Mulliken charge.
Cartesian coordinates (Å):
Ba (-0.53350, 0.15491, -0.36505)  0.8855
Ge (0.58385, -3.53423, -0.45293)  0.4144
S (-0.56369, 2.08436, 2.28500)  0.0573
S (1.87587, -0.10143, 1.62492)  -0.1547
Si (3.00818, -3.42664, -0.65045)  0.4874
Si (0.15487, -4.65448, 1.69694)  0.3321
Si (0.05551, -5.22163, -1.99753)  -0.0101
O (0.86357, 2.47418, -1.59063)  0.8551
O (2.54077, 2.37296, -3.09682)  -0.4382
N (-2.98183, 1.89352, 0.11930)  -0.0255
C (1.36470, 8.76900, -1.85940)  -1.9241
C (3.43682, -1.78962, -1.56507)  -0.7024
C (-4.23252, -0.03926, 0.66742)  0.3758
C (-1.67834, -4.16777, 2.08367)  -0.8737
C (-3.19495, -0.80290, 0.14495)  -0.1683
C (1.21015, 3.74616, -1.88174)  0.3658
C (2.20117, 6.07665, -2.95675)  -0.4386
C (-0.74746, 7.69105, -2.63152)  -1.5450
C (0.14520, -4.60250, -3.86255)  -1.2248
C (-4.61821, 2.21982, 1.76479)  -0.3369
C (0.81487, 2.58131, 4.56612)  -1.3372
C (-4.89806, -2.68054, 0.15505)  -0.3806
C (-2.70737, 3.18368, 0.21218)  -0.6148
C (3.68358, -4.77373, -1.80578)  -1.0457
C (2.85186, 4.86534, -3.26266)  -1.3455
C (-3.57285, -2.18326, -0.03129)  -0.7326
C (-3.91971, 1.36625, 0.91272)  0.2001
C (4.06698, -3.57976, 0.96665)  -0.9461
C (1.15601, 6.17764, -2.01083)  0.2060
C (1.71041, 0.84998, 3.03685)  -0.0127
C (-1.76261, -5.81603, -1.69122)  -1.2449
C (-4.28138, 3.57279, 1.94267)  -1.0292
C (0.48449, 7.51044, -1.67327)  2.1869
C (-0.04969, 7.52619, -0.23728)  -1.7162
C (0.10796, -6.60659, 1.71277)  -1.1536
C (2.25953, 3.71261, -2.85018)  0.6929
C (-5.54298, -0.52423, 0.93172)  -0.7173
C (0.71390, 4.96809, -1.40496)  -0.9017
C (0.81737, -7.04070, -2.03028)  -1.1375
C (2.60706, 0.37938, 4.11276)  -1.5421
C (0.74411, 1.85200, 3.27675)  0.3157
C (1.16971, -4.08214, 3.28264)  -0.8277
C (-5.90859, -1.82563, 0.68251)  -0.7193
C (-3.25249, 4.07375, 1.11439)  0.1131
B (1.65766, 1.50900, -2.41726)  -1.0778
H (3.54556, -4.22608, 1.70797)  0.0491
H (0.88290, 9.64699, -1.44866)  0.4506
H (3.08269, -1.89025, -2.64216)  0.1868
H (1.90561, -7.13774, -2.24002)  0.3595
H (1.13206, -2.99822, 3.33342)  0.0480
H (0.25898, -7.76427, -2.66682)  0.3747
H (-2.37951, -4.27530, 1.25889)  0.1606
H (2.10545, 0.06550, 5.02637)  0.3197
H (-1.78050, -3.10607, 2.31853)  0.2197
H (-0.49472, 8.45219, -0.08799)  0.5957
H (-1.36163, 8.48855, -2.24499)  0.4193
H (-0.73153, 6.71168, -0.03117)  0.2375
H (-2.86120, -2.92816, -0.28449)  0.7776
H (0.72232, -7.37763, -0.96744)  0.2037
H (-5.16388, -3.71863, -0.04931)  0.3651
H (3.36371, 1.17865, 4.38964)  0.3228
H (0.82761, 7.41801, 0.50196)  0.3251
H (3.12430, -4.77778, -2.77512)  0.1874
H (1.19611, -6.97611, 1.67799)  0.2153
H (-1.92455, -6.24984, -0.75018)  0.3700
H (4.76419, -4.65786, -1.94874)  0.4070
H (2.46664, 6.96748, -3.42381)  0.4491
H (-0.04575, 4.98649, -0.62397)  0.2847
H (0.60468, -4.51987, 4.17250)  0.2938
H (-0.16404, -3.57509, -4.00819)  0.3143
H (2.34640, 8.71204, -1.34876)  0.3799
H (3.73321, 4.78436, -3.86812)  0.4033
H (3.15117, -0.87724, -1.11520)  0.0629
H (-1.45784, 6.88325, -2.54827)  0.3608
H (1.04759, 1.86917, 5.36963)  0.3380
H (-2.04555, -4.73311, 3.01483)  0.3274
H (-3.03230, 5.10349, 1.32490)  0.3914
H (-0.32180, -7.02705, 0.81339)  0.2381
H (-0.11171, 3.03292, 4.87639)  0.3645
H (-6.94629, -2.20398, 0.94809)  0.2341
H (-4.81483, 4.16447, 2.67060)  0.3852
H (3.42383, -5.75993, -1.40658)  0.1159
H (-6.29528, 0.15529, 1.27838)  0.2829
H (4.55801, -1.66573, -1.49900)  0.2349
H (-1.96701, 3.53146, -0.49823)  0.4490
H (1.14574, -4.71461, -4.27439)  0.3521
H (5.10332, -3.86463, 0.82953)  0.4303
H (-0.46586, -5.29244, -4.49928)  0.2917
H (-5.42578, 1.81621, 2.35827)  0.3260
H (2.21941, -4.45986, 3.21642)  0.3164
H (-2.47570, -4.97970, -1.94659)  0.2003
H (-0.32485, -6.92546, 2.62432)  0.4308
H (3.19586, -0.44311, 3.71916)  0.3170
H (-1.88489, -6.60471, -2.43881)  0.4468
H (-0.48101, 7.83818, -3.68871)  0.3508
H (4.17431, -2.56591, 1.28038)  0.2311
H (1.43925, 8.95847, -2.94301)  0.3977
H (1.59713, 3.37349, 4.58917)  0.2401

Forces on the atoms, in the same order (eV/Å):
0.145 -0.044 -0.188
0.571 0.332 0.826
-0.578 0.444 -0.502
-0.238 0.546 0.240
-0.028 0.163 -0.150
-0.623 0.048 -0.169
-0.358 -1.148 -0.826
-0.495 0.113 0.362
0.684 1.301 -0.670
0.352 0.234 -0.144
0.292 -0.537 -0.394
1.536 -1.580 -0.627
-0.889 -0.534 0.160
0.172 -0.514 1.433
0.008 -2.117 0.038
0.609 0.898 -0.772
-0.963 -0.794 1.607
0.266 -0.127 0.587
-0.393 -1.280 0.340
-0.330 0.704 1.058
0.781 0.275 1.193
0.324 0.989 0.535
0.743 0.719 -0.312
-0.844 -0.205 -0.552
-0.499 0.112 -0.547
-2.214 0.727 0.393
-0.486 1.122 -0.605
-0.859 -0.398 -0.587
0.927 -1.088 -0.356
-0.551 -0.739 -0.969
0.293 1.629 -2.399
0.705 -1.663 -1.431
-0.679 -0.005 -0.495
2.569 -1.703 0.552
2.823 0.974 -0.830
-1.220 -1.486 1.954
0.553 0.353 -0.089
-0.046 -0.386 -0.442
0.509 0.121 0.747
1.992 0.968 0.737
0.393 -0.894 -0.252
-0.825 -1.422 -0.324
0.070 -1.088 -0.221
-1.939 -0.368 1.645
-0.634 0.251 0.506
0.610 0.631 -0.408
-0.429 0.163 0.173
0.518 0.453 1.342
-0.665 0.191 -0.121
0.202 0.154 0.052
0.243 0.559 0.279
0.062 -0.553 -0.032
-0.167 0.016 0.081
0.274 0.130 0.142
-1.057 1.673 0.549
0.011 1.010 -0.175
-0.277 0.031 0.044
0.809 -0.382 -0.554
-0.039 0.050 -0.750
0.303 0.099 0.037
-0.784 -0.645 -0.028
-1.252 0.157 -1.012
0.666 0.319 0.462
-1.325 0.462 0.222
-0.316 -0.282 1.488
-0.128 -0.182 -0.164
0.915 1.344 -0.758
0.222 -0.212 -0.215
0.912 0.493 -0.913
-0.191 0.184 0.024
-0.369 -0.231 -0.543
0.224 0.335 -0.451
-1.124 0.900 0.309
0.169 -0.865 -0.149
0.199 0.206 -0.049
0.292 0.605 -1.275
0.756 0.293 -0.762
-0.562 -0.041 0.061
-0.471 0.274 -0.336
1.393 0.512 -0.571
0.064 0.181 0.022
0.424 0.049 0.252
-0.323 0.359 0.334
-0.670 -0.445 -0.625
0.188 0.105 -0.008
0.328 0.123 0.185
0.188 -0.656 -0.324
0.117 0.578 0.471
-0.020 -0.124 0.107
-0.881 0.385 0.372
0.481 -0.892 0.563
-0.686 -0.646 0.858
-0.027 -0.139 0.209
-0.269 -0.038 -0.084
-0.005 0.006 0.413
-0.407 0.865 0.904
0.562 0.006 0.397
-0.313 -0.476 -0.103

Properties
E_LUMO (alpha / beta) (Ha): 0.1367 / 0.1344
ΔE to the lowest compared entry with this formula, charge and spin (kJ/mol): 227.6
Calculated total energy (eV): -144895.230
2S+1: 2
Total charge: -2